1.
2 unconnected molecules or ions with the total composition C4H6ClN at a distorted geometry. Source: OMol25; level of theory: ωB97M-V with the def2-TZVPD basis set.

Structure (XYZ):
```
12
Properties=species:S:1:pos:R:3:forces:R:3
C 0.027289 1.894313 -0.442965 2.8 5.9 0.9
C -0.448802 0.774395 -0.720472 -1.7 -3.4 -0.6
N -1.196277 -0.035316 -1.671847 0.5 0.4 1.1
C -0.988196 -0.455858 -0.466398 -1.5 -0.5 -1.9
C -1.414009 -1.627351 0.245845 0.4 0.0 4.2
H 0.570236 2.257538 0.449544 -0.7 -1.0 -0.2
H 0.006362 2.702190 -1.171473 0.0 -0.3 -0.3
H -2.310119 -2.118829 -0.067855 -0.4 0.0 -0.8
H -1.591449 -1.397982 1.420426 0.7 -0.5 -2.7
H -0.551087 -2.279863 0.163105 0.0 -0.6 0.3
Cl 3.607548 -0.167436 0.651697 0.7 0.7 1.0
H 4.288503 0.454196 1.610394 -0.7 -0.7 -1.0
```
Positions in Å, forces in eV/Å.

Results
2S+1 ... 1
ΔE to the lowest compared entry with this formula, charge and spin ... 2.9797 eV
Structure (SMILES) ... C=C1N=C1C.Cl
Charge ... 0

***

2.
2 unconnected molecules or ions with the total composition C4H6ClN at a distorted geometry. Source: OMol25; level of theory: ωB97M-V with the def2-TZVPD basis set.

Structure (XYZ):
```
12
Properties=species:S:1:pos:R:3:forces:R:3
C 1.501298 0.942501 -0.809283 1.1 0.4 2.7
C -1.358723 -1.076711 -0.319630 1.5 -0.6 -1.3
C 1.445990 0.910526 0.754637 -4.5 -0.7 -4.1
C -2.551534 -1.103105 0.348799 0.6 0.0 -0.4
N -0.424963 -1.198354 -1.018454 -0.8 0.2 0.8
Cl 2.760321 0.083823 -1.521518 0.1 -0.2 -0.6
H 2.293609 0.521315 1.197299 1.7 -0.4 1.0
H 0.562619 0.129324 0.788503 1.6 1.4 1.0
H 1.045648 1.889005 1.029835 0.4 -0.2 0.7
H -2.650099 -1.798725 1.137201 -0.4 -0.3 0.8
H 0.717683 1.407320 -1.361710 -0.1 0.0 -0.6
H -3.341849 -0.706919 -0.225679 -1.1 0.4 0.0
```
Positions in Å, forces in eV/Å.

Results
2S+1 ... 3
ΔE to the lowest compared entry with this formula, charge and spin ... 0.0695 eV
Charge ... 0

***

3.
A gas-phase ion, C4H6ClN2O (charge +1) at a distorted geometry. Source: OMol25; level of theory: ωB97M-V with the def2-TZVPD basis set.

Structure (XYZ):
```
14
Properties=species:S:1:pos:R:3:forces:R:3
O -0.985240 1.364385 -0.090285 0.0 1.0 0.3
C 0.283446 0.856957 -0.380545 0.4 -0.1 0.5
C 0.795638 0.142604 0.906652 -0.1 0.8 -0.4
C -0.346368 -0.706582 1.262972 -0.5 -1.2 -0.6
Cl -1.013304 -0.756900 2.789587 0.1 -0.1 -0.1
N -0.878614 -1.419519 0.288946 -0.2 0.3 1.0
C -0.528110 -1.164968 -1.078013 0.2 -0.1 -0.4
N 0.062323 -0.124825 -1.417863 0.3 0.0 -0.7
H -1.160132 2.176444 -0.585126 0.0 -0.2 0.0
H 1.011799 1.596113 -0.719185 -0.2 0.0 0.1
H 1.669206 -0.462508 0.642643 -0.1 -0.1 0.1
H 1.060047 0.835839 1.702350 -0.1 0.0 0.0
H -1.706402 -1.990790 0.449971 0.2 0.1 0.2
H -0.860594 -1.886122 -1.810448 0.0 -0.3 0.2
```
Positions in Å, forces in eV/Å.

Results
2S+1 ... 1
ΔE to the lowest compared entry with this formula, charge and spin ... 0.7226 eV
Structure (SMILES) ... O[C@H]1CC(Cl)=[NH+]C=N1
Charge ... +1

***

4.
A single C4H6ClN3 molecule at a distorted geometry. Source: OMol25; level of theory: ωB97M-V with the def2-TZVPD basis set.

Structure (XYZ):
```
14
Properties=species:S:1:pos:R:3:forces:R:3
C 2.000881 0.363491 1.018051 0.4 -1.8 -1.7
C 0.690436 0.407580 0.324446 0.0 -1.3 0.6
N 0.541782 0.906390 -0.936542 -1.0 -1.5 1.9
N -0.692987 0.634723 -1.404372 -1.1 0.7 -2.0
C -1.326797 -0.130961 -0.573302 3.4 -0.8 2.2
N -2.491093 -0.768203 -0.801544 -1.4 4.5 -4.0
C -0.416800 -0.343288 0.591418 -1.8 0.1 -0.9
Cl -0.784777 -1.419707 1.929383 0.4 0.7 -0.7
H 2.512049 -0.580663 0.575741 -0.6 1.4 1.2
H 2.589078 1.173802 0.655261 0.7 0.8 0.2
H 1.926350 0.332526 2.090799 0.1 -0.1 0.3
H 0.970432 1.738030 -1.194889 0.7 1.5 -0.8
H -2.661404 -1.619637 -0.492042 -0.4 -4.6 2.3
H -2.857151 -0.694083 -1.782409 0.7 0.3 1.5
```
Positions in Å, forces in eV/Å.

Results
2S+1 ... 1
ΔE to the lowest compared entry with this formula, charge and spin ... 1.7052 eV
Structure (SMILES) ... Cc1[nH]nc(N)c1Cl
Charge ... 0

***

5.
A single C4H6ClN3 molecule at a distorted geometry. Source: OMol25; level of theory: ωB97M-V with the def2-TZVPD basis set.

Structure (XYZ):
```
14
Properties=species:S:1:pos:R:3:forces:R:3
C 0.580753 0.875716 0.326997 1.8 -0.4 1.2
C 0.588064 -0.372577 -0.381857 0.0 -2.7 -1.0
C 1.568896 -1.228837 -0.755306 -2.9 1.5 0.9
N 1.079143 -2.335940 -1.426887 -1.1 -0.4 -0.7
N -0.155774 -2.229034 -1.611008 -0.4 -1.6 -1.1
C -0.648930 -1.039113 -1.037941 2.2 3.3 0.5
N -1.805860 -1.052842 -0.360313 -0.3 -0.6 0.7
Cl -0.810437 0.309395 -2.558071 0.2 -0.8 0.3
H 1.169359 1.577175 -0.132975 1.2 1.9 -2.2
H 1.090554 1.011836 1.260377 0.5 -1.4 1.1
H -0.294460 1.334552 0.538588 -3.3 1.1 0.0
H 2.561036 -1.210050 -0.596852 3.2 0.3 0.6
H -1.966366 -0.307110 0.299846 0.0 0.0 -0.3
H -2.573972 -1.283444 -0.946866 -0.9 -0.3 -0.1
```
Positions in Å, forces in eV/Å.

Results
2S+1 ... 1
ΔE to the lowest compared entry with this formula, charge and spin ... 3.4620 eV
Structure (SMILES) ... CC1=CN=N[C@]1(N)Cl
Charge ... 0

***

6.
A single C4H6ClN3O2 molecule at a distorted geometry. Source: OMol25; level of theory: ωB97M-V with the def2-TZVPD basis set.

Structure (XYZ):
```
16
Properties=species:S:1:pos:R:3:forces:R:3
C 1.109173 -0.800533 -0.759065 3.9 2.4 -0.3
N 0.625266 -0.187549 0.455400 -0.8 0.8 -0.4
C -0.476795 0.798865 0.604313 0.2 1.6 -2.6
C -1.072973 0.493241 1.946035 -2.7 -1.6 -0.7
N -1.205345 1.736112 2.749308 1.3 0.1 -0.6
O -2.277112 2.005985 3.230805 0.2 0.1 0.4
O -0.193110 2.410948 2.728177 -0.4 0.6 1.0
C -0.162182 -0.662781 2.431915 -0.4 2.6 -2.3
Cl 0.038855 -1.054194 3.998096 -0.1 -1.0 2.5
N 0.695198 -0.938389 1.537796 0.9 -1.3 0.5
H 0.837981 -1.792083 -0.773269 -0.9 -2.3 -0.5
H 0.867253 -0.237468 -1.668261 -0.5 -0.2 0.5
H 2.338625 -0.805457 -0.813092 -2.9 0.1 0.5
H -1.251345 0.832076 -0.284710 1.5 -0.5 1.7
H -0.029086 1.834157 0.648929 -0.4 -1.1 -0.2
H -2.159175 0.231887 1.787686 1.1 -0.3 0.6
```
Positions in Å, forces in eV/Å.

Results
2S+1 ... 1
ΔE to the lowest compared entry with this formula, charge and spin ... 1.5946 eV
Structure (SMILES) ... CN1C[C@H]([N+](=O)[O-])C(Cl)=N1
Charge ... 0

***

7.
2 unconnected molecules or ions with the total composition C4H6ClNO3 at a distorted geometry. Source: OMol25; level of theory: ωB97M-V with the def2-TZVPD basis set.

Structure (XYZ):
```
15
Properties=species:S:1:pos:R:3:forces:R:3
C 2.284515 0.047614 -1.083306 0.2 1.4 1.5
C -0.273431 0.183454 1.553398 -3.4 -1.3 -1.4
C -0.105469 0.486572 0.076428 -1.0 4.0 1.1
C 1.244019 0.989025 -0.132908 2.9 -0.2 -2.1
N 1.400580 2.260213 0.118041 -1.3 -0.5 0.2
O 2.205061 0.359635 -2.252039 -1.1 0.8 -1.6
O 2.371925 3.092921 0.223468 0.3 -0.5 -0.3
O 3.018371 -0.757691 -0.547290 0.3 -1.1 1.5
Cl -11.977651 -0.098563 -0.398097 -0.1 0.0 0.0
H -1.173570 -0.490827 1.695882 0.6 0.9 0.0
H -0.499355 1.146121 1.927497 0.2 0.6 1.5
H 0.495378 -0.370504 1.969113 1.9 -0.5 0.9
H -0.437607 -0.227096 -0.581551 -0.5 -1.8 -1.6
H -0.738691 1.474924 -0.107571 0.3 -2.1 0.1
H 0.454951 2.672479 0.260990 0.5 0.3 0.3
```
Positions in Å, forces in eV/Å.

Results
2S+1 ... 1
ΔE to the lowest compared entry with this formula, charge and spin ... 0.0000 eV
Charge ... -2

***

8.
A molecular structure, C4H6ClNOS at a distorted geometry. Source: OMol25; level of theory: ωB97M-V with the def2-TZVPD basis set.

Structure (XYZ):
```
14
Properties=species:S:1:pos:R:3:forces:R:3
C -1.441119 -0.567382 -2.323533 -2.3 -3.5 -1.0
C 0.031083 -0.405917 -2.107507 1.1 -0.3 -4.0
C 0.676428 0.015412 -1.065489 1.6 -0.6 5.0
C 0.115197 -0.186162 0.454311 -1.0 2.8 -0.5
H -2.119059 0.253488 -2.727577 1.7 -0.8 -0.3
H -2.168117 -0.997992 -1.583292 1.4 0.7 0.7
H -1.473515 -1.580861 -2.949375 -0.3 2.5 0.2
H 0.696781 -0.685575 -3.096547 -1.7 1.2 2.5
H -1.814862 0.806074 -0.274726 2.9 -1.3 4.6
H -1.090281 1.261790 3.039181 -1.1 -2.0 -1.6
N -1.098340 0.486496 0.734635 -2.1 0.7 -5.5
O 0.654704 -0.591227 1.442314 1.9 -1.2 -1.4
S -1.717341 0.143432 2.238782 -0.3 2.3 2.0
Cl 2.447513 0.402165 -0.862107 -1.7 -0.6 -0.9
```
Positions in Å, forces in eV/Å.

Results
2S+1 ... 1
ΔE to the lowest compared entry with this formula, charge and spin ... 4.3242 eV
Charge ... 0

***

9.
A molecular structure, C4H6ClNS2 at a distorted geometry. Source: OMol25; level of theory: ωB97M-V with the def2-TZVPD basis set.

Structure (XYZ):
```
14
Properties=species:S:1:pos:R:3:forces:R:3
C 0.281134 0.720233 -0.053403 0.6 -2.0 1.5
C -0.900023 1.158581 0.725974 -1.6 3.2 -0.1
C 0.391095 1.448576 -1.357396 1.8 1.0 -1.3
C 0.174823 -0.734095 -0.625596 0.9 1.0 -0.3
H 2.253061 0.741389 0.253373 0.3 -0.4 0.4
H 1.326642 0.317316 1.638434 0.5 0.5 -1.0
H -1.863582 1.274293 0.041714 2.0 -0.2 1.7
H -0.433792 2.164170 1.113246 -1.8 -1.3 -0.9
H -0.125786 2.450197 -1.505543 0.2 -1.6 0.1
H 1.524470 1.637096 -1.540946 -2.0 -0.3 0.0
N 1.419162 0.917297 0.792674 0.0 0.0 0.8
S -0.108335 -0.103324 -2.246269 -0.3 0.1 -0.2
S 0.681137 -2.131717 0.007039 -0.7 0.4 -0.4
Cl -1.262480 0.305609 2.243601 -0.1 -0.4 -0.4
```
Positions in Å, forces in eV/Å.

Results
2S+1 ... 1
ΔE to the lowest compared entry with this formula, charge and spin ... 1.2572 eV
Charge ... 0

***

no.,DFT total energy (Eh)
1,-670.83909
2,-670.79761
3,-800.68050
4,-780.45265
5,-780.38808
6,-930.77925
7,-896.67145
8,-1144.24949
9,-1467.28883